A 2-piece molecular cluster, C6H12N2 overall. Source: OMol25; level of theory: ωB97M-V with the def2-TZVPD basis set.

Positions of all 20 atoms, in Å:
1 H 2.06 2.27 -0.13
2 C -1.06 2.85 -0.45
3 H 1.00 -3.42 -1.34
4 H 0.64 0.87 2.76
5 H -1.35 -3.82 -0.92
6 N -1.16 1.96 0.52
7 H 0.94 -2.95 0.26
8 H -1.30 -2.67 0.39
9 C -1.03 -2.81 -0.65
10 H -1.53 -2.12 -1.33
11 H -1.88 3.31 -0.97
12 N 0.20 3.04 -0.82
13 C 0.98 2.23 -0.05
14 H 1.38 -0.05 1.41
15 C 0.12 1.59 0.80
16 C 0.50 0.49 1.75
17 H 0.87 -1.66 -0.83
18 H 0.50 3.72 -1.52
19 C 0.50 -2.68 -0.71
20 H -0.38 -0.15 1.83

Summary:
- energy relative to the best compared isomer or geometry (same formula, charge and spin) (kcal per mole) = 3.5
- ⟨S²⟩ = 0.750
- net charge = -1
- spin multiplicity = 2
- orbital gap (alpha / beta) (eV) = 2.5 / 8.3
- largest force on an atom (eV/Å) = 1.3
- LUMO (alpha / beta) (eV) = 3.7 / 3.5

***

C20H26AsNO4PS7Tc as an isolated structure. Source: OMol25; level of theory: ωB97M-V with the def2-TZVPD basis set.

Positions of all 61 atoms, in Å:
1 H -5.48 4.97 0.43
2 C -2.23 4.27 0.96
3 C 3.94 -0.64 -0.47
4 S 2.44 3.06 -2.72
5 H -3.02 -2.80 2.01
6 C -2.08 0.35 1.11
7 S 2.99 2.11 3.88
8 O 1.27 -2.04 -1.29
9 H -1.06 -1.99 -2.60
10 H -3.28 6.12 0.86
11 H 4.51 -1.18 -2.48
12 S 0.72 3.68 0.52
13 O 0.57 -0.34 0.52
14 H -5.26 -1.90 1.44
15 C -3.37 0.86 0.90
16 H 3.70 -2.48 -1.59
17 C -3.42 2.31 0.75
18 C -3.37 5.04 0.81
19 S 0.03 1.72 3.21
20 P 1.21 -0.56 -0.82
21 C -4.57 4.41 0.57
22 C -4.60 3.03 0.56
23 Tc -0.45 1.60 0.81
24 H -5.52 2.49 0.42
25 O 2.66 -0.05 -0.96
26 H 5.88 0.19 -0.17
27 C -3.12 -1.78 1.67
28 N -2.23 2.93 0.90
29 H 1.66 -4.47 -2.06
30 H -0.54 -4.46 0.20
31 C -4.38 -1.27 1.36
32 C 0.24 -3.70 0.13
33 S -0.62 1.50 -1.47
34 C -1.99 -0.98 1.55
35 C 0.21 -3.09 -1.25
36 S 1.94 2.18 1.11
37 H -5.49 0.46 0.82
38 H -1.45 -1.74 -0.88
39 O 0.41 0.24 -1.95
40 C 4.88 0.54 -0.41
41 H -1.29 4.76 1.15
42 As 0.61 3.41 -1.94
43 C 1.66 2.07 2.95
44 C 0.67 -4.08 -2.30
45 H -1.03 -1.38 1.81
46 H -0.03 -4.91 -2.35
47 H 1.20 -4.17 0.33
48 H 3.02 -2.10 0.85
49 H 4.90 1.06 -1.36
50 H 4.67 -1.63 1.28
51 C -4.50 0.05 1.00
52 H -1.87 -3.26 -1.66
53 H 4.58 1.25 0.37
54 H 5.37 -2.05 -1.20
55 S -0.77 4.86 -2.31
56 H 3.33 -0.52 1.60
57 C 4.40 -1.65 -1.50
58 H 0.72 -3.61 -3.29
59 C 3.71 -1.26 0.90
60 C -1.12 -2.47 -1.62
61 H 0.05 -2.95 0.90

Summary:
- energy relative to the best compared isomer or geometry (same formula, charge and spin) (kcal per mole) = 17.7
- orbital gap (eV) = 6.8
- largest force on an atom (eV/Å) = 0.6
- LUMO (eV) = -1.0

***

C21H33BI2NO4S as an isolated structure. Source: OMol25; level of theory: ωB97M-V with the def2-TZVPD basis set.

Positions of all 63 atoms, in Å:
1 H 7.11 4.04 2.49
2 H 1.81 1.60 -0.80
3 C 5.33 1.48 2.14
4 H -4.69 -3.89 -0.74
5 C -2.96 -0.16 1.05
6 C -1.40 -2.59 -2.92
7 C -4.51 -2.82 -0.67
8 C -1.35 2.97 0.33
9 O 6.23 2.20 2.83
10 C -4.28 -0.94 0.93
11 C -1.82 1.73 -1.84
12 H 4.90 4.56 0.95
13 C -0.52 -0.38 -2.33
14 B 1.27 -0.19 -0.56
15 C -0.58 1.11 -2.51
16 C 2.53 -0.87 1.35
17 H -2.73 1.27 -2.21
18 H -2.06 3.76 0.08
19 H -1.67 -0.29 -5.31
20 C -4.25 -2.32 0.72
21 I -0.45 -5.19 -1.54
22 H -1.00 0.90 0.04
23 H 0.97 -2.76 -0.53
24 C 5.44 3.63 1.14
25 H -3.64 -2.51 -1.26
26 H 0.32 1.64 -2.23
27 H -4.86 -3.61 2.29
28 H -3.89 1.10 -0.44
29 H 1.71 -2.86 1.64
30 H -3.31 -4.10 1.54
31 C -3.11 1.19 0.32
32 H -2.18 -0.78 0.60
33 C -0.52 -3.14 -1.96
34 S -2.52 -0.50 -4.28
35 H 4.42 1.92 0.23
36 H 3.02 -2.76 0.49
37 H -3.40 1.93 1.06
38 H -3.39 -2.71 2.62
39 H 3.42 -2.67 2.18
40 H 5.52 4.08 3.28
41 C -3.93 -3.26 1.84
42 H -1.40 2.84 1.41
43 C 4.55 2.39 1.20
44 I -2.68 -3.82 -4.01
45 O 5.17 0.30 2.31
46 C -1.39 -1.20 -3.09
47 H 2.56 -0.47 2.36
48 H -5.21 -0.38 1.00
49 N 0.31 -0.97 -1.45
50 H -0.32 3.25 0.08
51 H -2.69 0.03 2.10
52 O 1.27 -0.47 0.75
53 H -1.79 2.79 -2.13
54 C 6.12 3.59 2.51
55 H -0.69 1.27 -3.59
56 H 3.42 -0.48 0.85
57 C 2.67 -2.38 1.46
58 H 3.58 2.60 1.65
59 H 6.18 3.51 0.36
60 C 0.31 -2.31 -1.26
61 C -1.75 1.63 -0.30
62 H -5.36 -2.28 -1.11
63 O 2.13 0.74 -1.10

Summary:
- net charge = +1
- orbital gap (eV) = 4.9
- largest force on an atom (eV/Å) = 2.4
- LUMO (eV) = -4.2

***

Number 2 is which compound?
C20H26AsNO4PS7Tc

***

What is the largest force on an atom in the third record?
2.4 eV/Å

***

Which of these has the highest largest force on an atom?
C21H33BI2NO4S

***

largest force on an atom of number 3 (C21H33BI2NO4S)?
2.4 eV/Å